Record 1
Formula: C47H47AsFeN4PS
Source: the Open Molecules 2025 dataset
Level of theory: wB97M-V/def2-TZVPD

Net charge: +2
2S+1: 6
E_LUMO (alpha / beta) (eV): -4.749 / -6.152
HOMO (alpha / beta) (Eh): -0.462 / -0.467
Max |F| (Eh/bohr): 0.017
Kohn-Sham gap (alpha / beta) (eV): 7.8 / 6.5

Positions of all 102 atoms, in Å:
Fe: 0.50195 0.27920 0.60614
C: 6.38479 -2.23130 -0.15572
C: 5.71923 -2.35357 -1.36674
C: 4.54063 -1.65589 -1.59095
C: 4.02255 -0.83437 -0.59106
C: 4.70380 -0.70536 0.62243
C: 5.88113 -1.40114 0.83814
P: 2.55609 0.19052 -0.81906
C: 1.70310 -0.31261 -2.33491
C: 1.37404 -1.66202 -2.52050
C: 0.59123 -2.05223 -3.59322
C: 0.11972 -1.09910 -4.48821
C: 0.43824 0.23816 -4.30732
C: 1.22511 0.63591 -3.23544
C: 3.06651 1.89406 -0.90228
C: 4.00202 2.36390 -1.79061
C: 4.35710 3.72252 -1.77996
C: 3.77118 4.57118 -0.87820
C: 2.80771 4.11218 0.04858
C: 2.16929 4.99864 0.95233
C: 1.20317 4.54670 1.79723
C: 0.83293 3.17761 1.78314
C: 1.45866 2.28031 0.96378
C: 2.45127 2.74245 0.05388
H: 7.30738 -2.77118 0.00998
H: 6.12496 -2.98354 -2.14680
H: 4.04087 -1.73928 -2.54675
H: 4.33642 -0.02110 1.38093
H: 6.41462 -1.28595 1.77215
H: 1.77186 -2.42555 -1.85800
H: 0.36287 -3.09939 -3.74599
H: -0.49227 -1.40360 -5.32624
H: 0.07829 0.98368 -5.00418
H: 1.45661 1.68462 -3.09819
H: 4.46558 1.69204 -2.50411
H: 5.08617 4.09193 -2.48746
H: 4.03636 5.62113 -0.86883
H: 2.44751 6.04471 0.94073
H: 0.69820 5.22724 2.46957
H: 0.00410 2.88982 2.42373
N: -1.82252 -1.96545 2.90446
C: -0.77069 -2.51275 3.83957
C: -0.12796 -1.39659 4.64866
C: 0.92477 -0.57561 3.90815
N: 0.33011 0.36033 2.90962
C: 1.95677 -1.47550 3.23520
C: 1.34424 -2.54632 2.33803
N: 0.85730 -1.96184 1.04546
C: 0.25429 -3.33756 3.06872
H: -2.59124 -1.50381 3.39628
H: -2.23202 -2.73859 2.35372
H: -1.44091 -1.29050 2.23324
H: -1.32845 -3.17356 4.50315
H: 0.36722 -1.87376 5.49667
H: -0.89016 -0.74318 5.08597
H: 1.43139 0.02574 4.66665
H: 1.00905 1.11804 2.78927
H: -0.47029 0.83761 3.32103
H: 2.53715 -1.97831 4.01253
H: 2.66864 -0.86993 2.66639
H: 2.12627 -3.26636 2.09045
H: 0.12299 -2.55785 0.66170
H: 1.62120 -2.05768 0.37844
H: 0.75901 -3.95537 3.81488
H: -0.24221 -4.03848 2.39059
S: -1.28208 1.22308 -0.50188
C: -0.60499 2.59995 -1.21474
N: -0.13767 3.50499 -1.75529
C: -3.99106 -2.40507 -4.86250
C: -3.46063 -1.20242 -4.41859
C: -3.00918 -1.07917 -3.11228
C: -3.10834 -2.16244 -2.24415
C: -3.63988 -3.37070 -2.68843
C: -4.07704 -3.49002 -3.99977
As: -2.54298 -1.89407 -0.41661
C: -4.22186 -1.47094 0.47242
C: -4.25985 -0.37850 1.33619
C: -5.43652 -0.03829 1.99584
C: -6.58471 -0.78588 1.78202
C: -6.56195 -1.85855 0.89778
C: -5.38823 -2.19697 0.24150
C: -2.26624 -3.74513 0.17663
C: -1.19160 -4.43870 -0.38948
C: -0.83917 -5.70171 0.06373
C: -1.54442 -6.28965 1.10879
C: -2.61908 -5.61960 1.67344
C: -2.98524 -4.35829 1.20417
H: -4.34064 -2.49866 -5.88203
H: -3.39683 -0.35614 -5.09035
H: -2.58671 -0.14128 -2.77167
H: -3.71122 -4.22172 -2.02129
H: -4.49200 -4.42726 -4.34615
H: -3.38508 0.25869 1.45013
H: -5.46341 0.82565 2.64731
H: -7.50516 -0.51970 2.28392
H: -7.46482 -2.42484 0.71130
H: -5.38418 -3.02094 -0.46315
H: -0.64741 -3.99756 -1.22138
H: -0.02041 -6.23498 -0.40223
H: -1.27066 -7.27483 1.46170
H: -3.19612 -6.08747 2.46088
H: -3.86280 -3.87329 1.61812


Record 2
Formula: C7H14O
Source: the Open Molecules 2025 dataset
Level of theory: wB97M-V/def2-TZVPD

Net charge: -1
2S+1: 2
E_LUMO (alpha / beta) (eV): 4.033 / 3.986
HOMO (alpha / beta) (Eh): 0.006 / -0.092
Max |F| (Eh/bohr): 0.039
Kohn-Sham gap (alpha / beta) (eV): 3.9 / 6.5

Positions of all 22 atoms, in Å:
C: 1.20568 1.44150 1.73466
C: 0.06207 0.99670 0.87837
C: -1.14583 1.66562 0.90980
C: -0.91486 -0.98962 -0.22984
C: 0.20294 -0.30078 0.20612
C: 1.57338 -0.92435 0.15702
C: -0.88820 -2.35981 -0.86080
H: 1.63479 0.65556 2.37344
H: 2.02991 1.83075 1.11540
H: 0.91631 2.27942 2.36641
H: -1.82692 1.65539 0.06404
H: -1.40453 2.34289 1.72194
H: -1.86716 -0.49651 -0.09718
H: 1.74453 -1.63098 -0.64309
H: 2.25299 -0.08296 0.06021
H: 1.85953 -1.36440 1.12970
H: -1.35159 -3.18975 -0.32424
H: -1.40198 -2.28317 -1.84027
H: 0.13599 -2.63752 -1.11746
H: -0.46641 0.51041 -2.53134
H: -1.12383 1.82094 -2.25871
O: -1.22681 1.06067 -2.81416


Record 3
Formula: C35H30BrI2N4O3PSSr
Source: the Open Molecules 2025 dataset
Level of theory: wB97M-V/def2-TZVPD

Net charge: 0
E_LUMO (eV): 0.000
HOMO (Eh): -0.266
Max |F| (Eh/bohr): 0.034
Kohn-Sham gap (eV): 7.2

Positions of all 78 atoms, in Å:
Sr: 1.02027 -0.30398 -0.32043
I: -3.82737 -5.55983 -3.95399
C: -3.07934 -3.92322 -2.77479
C: -3.54979 -2.60915 -2.72397
C: -2.86262 -1.66030 -1.98976
I: -3.57896 0.31370 -2.16169
C: -1.75886 -1.92682 -1.14048
O: -1.10931 -1.03096 -0.49546
C: -1.40179 -3.28254 -1.08443
C: -0.18087 -3.62655 -0.26440
N: 0.99587 -2.91043 -0.80179
C: 1.24795 -3.29693 -2.18037
C: 0.57843 -2.40531 -3.21575
C: -0.05578 -2.89322 -4.39494
C: -0.70672 -1.95657 -5.21071
C: -0.71660 -0.63836 -4.86086
C: -0.03552 -0.26331 -3.72331
N: 0.62654 -1.09010 -2.92843
C: -1.99981 -4.20502 -1.92677
H: -4.43824 -2.29935 -3.27403
H: 0.00282 -4.71297 -0.35828
H: -0.33092 -3.39698 0.79226
H: 1.79465 -3.15235 -0.20853
H: 0.92214 -4.31532 -2.32633
H: 2.32261 -3.27342 -2.36280
H: -0.06228 -3.95523 -4.63185
H: -1.21921 -2.32893 -6.09133
H: -1.24947 0.12828 -5.40699
H: -0.00643 0.78370 -3.42795
H: -1.57171 -5.21691 -1.93993
O: 0.57349 -2.32979 2.70124
C: 1.22300 -1.30699 2.88006
O: 2.33617 -1.01384 2.37835
C: 0.57584 -0.12355 3.65780
P: -0.18718 1.04497 2.45180
C: -0.17294 2.59591 3.44555
C: 0.79003 3.56427 3.10632
C: 0.90169 4.71734 3.88039
C: 0.05623 4.89635 4.95451
C: -0.93536 3.95863 5.26622
C: -1.02506 2.79914 4.52866
C: -1.95009 0.58224 2.28063
C: -2.82733 1.55287 1.81540
C: -4.13659 1.20813 1.49783
C: -4.58729 -0.09123 1.69616
C: -3.72447 -1.03803 2.25805
C: -2.40125 -0.71729 2.51549
H: 1.39444 0.44633 4.12085
H: -0.14706 -0.44745 4.43444
H: 1.43849 3.39844 2.26001
H: 1.64516 5.47961 3.67335
H: 0.16659 5.79113 5.53942
H: -1.59858 4.14989 6.10144
H: -1.73918 2.00342 4.79279
H: -2.50333 2.58322 1.68108
H: -4.80541 1.96665 1.10445
H: -5.62210 -0.34645 1.43712
H: -4.09107 -2.03669 2.46792
H: -1.70447 -1.46718 2.86013
S: 0.87590 4.58160 -2.20967
C: -0.68755 4.02867 -1.67864
C: -0.60692 2.74699 -1.29431
N: 0.62389 2.16527 -1.40580
C: 1.48125 3.01915 -1.91668
H: -1.56883 4.66830 -1.66123
H: -1.44463 2.16186 -0.89651
H: 2.50807 2.77298 -2.10192
Br: 3.81431 -0.11079 -3.19812
C: 4.49339 0.33819 -1.49369
C: 5.85156 0.36455 -1.25757
C: 6.27429 0.71188 0.01734
C: 5.32811 1.01805 0.98127
C: 3.99772 0.91800 0.66697
N: 3.60075 0.58688 -0.55162
H: 6.58585 0.11997 -2.01381
H: 7.34466 0.75115 0.23542
H: 5.61267 1.28118 1.98602
H: 3.20343 1.06445 1.39319


Record 4
Formula: C10H15ISi
Source: the Open Molecules 2025 dataset
Level of theory: wB97M-V/def2-TZVPD

Net charge: 0
E_LUMO (eV): 0.278
HOMO (Eh): -0.326
Max |F| (Eh/bohr): 0.089
Kohn-Sham gap (eV): 9.2

Positions of all 27 atoms, in Å:
C: 2.70215 -1.38521 -1.59027
C: 2.28425 0.05833 -1.11871
Si: 0.32429 -0.17083 -0.88361
I: -0.46101 -0.22360 -3.50312
C: -0.32712 -1.96754 -0.26539
C: 0.25112 -2.49101 1.07342
C: -0.75260 1.03559 -0.02142
C: -0.12306 2.11288 0.65455
C: -0.82603 3.01914 1.46469
C: -2.19119 2.88410 1.56705
C: -2.79762 1.83280 0.89032
C: -2.10792 0.88425 0.16573
H: 3.69292 -1.40439 -1.92086
H: 2.52960 -2.07929 -0.84016
H: 1.86297 -1.72431 -2.26812
H: 2.45002 0.80818 -1.82477
H: 2.63425 0.09530 -0.11076
H: -1.38147 -1.76784 -0.01290
H: -0.22064 -2.87064 -0.95878
H: 1.22274 -2.93112 0.94175
H: 0.35866 -1.81723 1.83222
H: -0.35848 -3.29061 1.40493
H: 0.97026 2.26770 0.49460
H: -0.44662 3.92204 1.73882
H: -2.77565 3.53975 2.24772
H: -3.87996 1.68549 1.01693
H: -2.63385 -0.02194 -0.17386


Record 5
Formula: C18H23N3O7S
Source: the Open Molecules 2025 dataset
Level of theory: wB97M-V/def2-TZVPD

Net charge: 0
E_LUMO (eV): -0.257
HOMO (Eh): -0.333
Max |F| (Eh/bohr): 0.020
Kohn-Sham gap (eV): 8.8

Positions of all 52 atoms, in Å:
C: -6.35790 0.11709 1.38898
O: -6.53884 -0.85509 0.38355
C: -5.35455 -1.22993 -0.27458
C: -4.92200 -0.19599 -1.34654
N: -3.59215 0.30772 -1.14175
C: -3.35488 1.44284 -0.46663
O: -4.23292 2.17178 -0.02629
C: -1.90932 1.79712 -0.29715
C: -1.65511 2.99901 0.28727
N: -0.41260 3.46561 0.51577
C: 0.69569 2.74794 0.15412
C: 1.98212 3.25371 0.38545
C: 3.08318 2.52000 0.01276
C: 2.91396 1.28349 -0.60120
S: 4.38517 0.36080 -1.03655
O: 4.02327 -0.68890 -1.94458
O: 5.40920 1.28534 -1.42378
N: 4.78096 -0.22245 0.48993
C: 6.19737 -0.27848 0.80251
C: 6.82533 -1.54835 0.22418
O: 6.14897 -2.69764 0.68382
C: 4.79029 -2.67583 0.30122
C: 4.08196 -1.43824 0.86263
C: 1.66313 0.77314 -0.83940
C: 0.52678 1.49453 -0.45847
C: -0.81378 0.93258 -0.70828
O: -0.95114 -0.17767 -1.21364
O: -5.55775 -2.43667 -0.93167
C: -5.86016 -3.52220 -0.07838
H: -5.88855 1.02588 0.99933
H: -5.73904 -0.27911 2.20458
H: -7.35209 0.34816 1.76404
H: -4.54431 -1.33495 0.48356
H: -4.98302 -0.68841 -2.31775
H: -5.61688 0.64663 -1.31848
H: -2.79253 -0.26708 -1.39835
H: -2.48816 3.61908 0.58976
H: -0.28331 4.36885 0.95062
H: 2.09564 4.22058 0.85342
H: 4.08603 2.88321 0.16700
H: 6.65975 0.60891 0.37265
H: 6.30106 -0.26646 1.89204
H: 7.86237 -1.65532 0.54645
H: 6.78077 -1.49663 -0.87429
H: 4.34761 -3.58987 0.70015
H: 4.70439 -2.66686 -0.79386
H: 3.06546 -1.37463 0.47551
H: 4.05486 -1.48337 1.95641
H: 1.53997 -0.17753 -1.33566
H: -5.97243 -4.38927 -0.72481
H: -6.78774 -3.34347 0.47018
H: -5.04416 -3.69361 0.63421


Listing energy above the lowest of the compared OMol25 structures with the same formula, charge and spin for the structures above in their given order: 6.3; 0.0; 0.0; 11.0; 38.4 kcal per mole.
Listing total energy for the structures above in their given order: -170798.9362; -9531.5290; -156092.4869; -26591.6194; -48676.9183 eV.